The following is a DFT calculation (ωB97M-V with the def2-TZVPD basis set) of an isolated molecule of C3H5N3OS.

The value obtained for the HOMO energy is -9.34 eV. The gap between HOMO and LUMO is 9.56 eV. The structure (SMILES) is [H]/N=C1\NC=NOCS1. The calculation puts the total energy at -754.8627 a.u.

Cartesian coordinates (Å):
1 C -1.320 -0.155 -0.341
2 C 0.982 1.067 -0.181
3 C 0.925 -1.383 0.282
4 H -2.954 1.025 -0.521
5 H -0.857 1.691 0.396
6 H 1.026 2.136 0.033
7 H 0.846 -0.577 1.019
8 H 1.303 -2.238 0.869
9 N -2.641 0.106 -0.236
10 N -0.408 0.829 -0.128
11 N 2.006 0.354 -0.260
12 O 1.819 -1.047 -0.690
13 S -0.729 -1.809 -0.243